This record from the OMol25 dataset describes 2 unconnected molecules or ions with the total composition C3H8N3OS in a non-equilibrium geometry. The level of theory is ωB97M-V with the def2-TZVPD basis set.

Last column: Mulliken charge in e.
CARTESIAN COORDINATES (ANGSTROEM)
1 C -1.515 -1.313 -0.544  0.14
2 C 0.299 0.479 0.153  0.49
3 C -1.577 0.144 -0.755  -0.35
4 N 1.096 0.001 -0.673  -0.42
5 N 0.132 0.990 1.335  -0.27
6 N 2.611 -0.106 -0.446  -0.31
7 O -1.961 -1.846 0.437  -0.46
8 S -2.697 1.004 0.252  -0.23
9 H -0.995 -1.863 -1.342  0.37
10 H -1.386 0.567 -1.727  0.41
11 H -0.818 1.271 1.589  0.08
12 H 0.868 1.188 1.997  0.22
13 H 2.869 -0.611 0.415  0.37
14 H 2.911 -0.656 -1.264  0.35
15 H 3.074 0.814 -0.478  0.37
16 H -2.910 -0.063 1.051  0.24

Computed properties:
HOMO level   -0.4706 hartree
Molar mass   134.2 g mol⁻¹
Net charge   +1
ΔE to the lowest compared entry with this formula, charge and spin   264.1 kJ/mol
Spin multiplicity   1
E_tot   -20583.8850 eV

***

This record from the OMol25 dataset describes 2 unconnected molecules or ions with the total composition C10H16 in a non-equilibrium geometry. The level of theory is ωB97M-V with the def2-TZVPD basis set.

Last column: Mulliken charge in e.
CARTESIAN COORDINATES (ANGSTROEM)
1 C -1.062 1.605 -0.827  0.76
2 C -1.362 2.701 0.228  -1.13
3 C -0.269 2.237 -2.009  -1.27
4 H -0.423 0.860 -0.376  -0.70
5 H -2.002 1.364 -1.280  0.44
6 H -2.416 2.733 0.467  0.29
7 H -1.021 3.689 -0.050  0.28
8 H -0.525 3.272 -2.168  0.41
9 H 0.803 2.156 -1.806  0.28
10 H -0.883 2.482 1.188  0.35
11 H -0.433 1.676 -2.931  0.31
12 C -0.490 -2.362 2.411  -1.49
13 C 1.162 -0.830 1.307  -0.43
14 C 0.171 -1.794 1.191  0.92
15 C 1.823 -0.320 0.201  -0.64
16 C 1.626 -0.891 -1.054  -0.47
17 C 0.059 -2.429 -0.047  -0.46
18 C 0.825 -2.040 -1.120  -0.45
19 H 1.497 -0.562 2.300  0.36
20 H 2.609 0.408 0.360  0.37
21 H -1.472 -2.741 2.132  0.39
22 H -0.596 -1.589 3.170  0.38
23 H 1.925 -0.457 -1.998  0.43
24 H -0.509 -3.351 -0.100  0.38
25 H 0.879 -2.631 -2.026  0.38
26 H 0.083 -3.186 2.836  0.31

Computed properties:
HOMO level   -0.3317 hartree
Molar mass   136.2 g mol⁻¹
Net charge   0
ΔE to the lowest compared entry with this formula, charge and spin   81.6 kJ/mol
Spin multiplicity   1
E_tot   -10628.8981 eV
SMILES   Cc1ccccc1.CCC

***

This record from the OMol25 dataset describes C23H25N5 in the gas phase in a non-equilibrium geometry. The level of theory is ωB97M-V with the def2-TZVPD basis set.

Last column: Mulliken charge in e.
CARTESIAN COORDINATES (ANGSTROEM)
1 C -4.779 -3.115 -1.586  -1.02
2 N -4.723 -1.966 -0.716  0.10
3 C -5.897 -1.707 0.089  -1.03
4 C -3.566 -1.250 -0.614  1.85
5 C -3.424 -0.209 0.327  -0.95
6 C -2.273 0.572 0.352  -0.88
7 C -1.182 0.268 -0.471  0.34
8 C 0.137 1.002 -0.324  0.10
9 C 1.421 0.170 -0.314  -0.30
10 C 2.649 0.800 -0.030  -0.82
11 C 3.826 0.061 0.068  -0.92
12 C 3.898 -1.264 -0.469  1.40
13 N 5.082 -1.941 -0.642  0.08
14 C 6.286 -1.671 0.120  -0.93
15 C 5.167 -3.127 -1.482  -1.12
16 C 2.689 -1.824 -0.935  -0.77
17 C 1.485 -1.169 -0.715  -0.62
18 C -1.365 -0.691 -1.475  -1.14
19 C -2.475 -1.512 -1.487  -0.69
20 H -4.273 -2.885 -2.530  0.34
21 H -4.288 -3.995 -1.152  0.32
22 H -5.821 -3.369 -1.813  0.28
23 H -5.861 -0.673 0.445  0.30
24 H -6.789 -1.840 -0.530  0.35
25 H -5.962 -2.392 0.950  0.32
26 H -4.203 -0.038 1.066  0.25
27 H -2.236 1.397 1.058  0.30
28 H 0.188 1.676 -1.193  0.28
29 H 2.713 1.884 0.112  0.37
30 H 4.704 0.519 0.524  0.10
31 H 6.222 -0.665 0.547  0.28
32 H 6.408 -2.413 0.925  0.30
33 H 7.159 -1.744 -0.547  0.32
34 H 4.738 -2.938 -2.471  0.38
35 H 6.219 -3.392 -1.613  0.31
36 H 4.650 -3.993 -1.044  0.33
37 H 2.706 -2.798 -1.422  0.36
38 H 0.562 -1.730 -0.868  0.76
39 H -0.576 -0.845 -2.212  0.82
40 H -2.483 -2.365 -2.159  0.23
41 C -1.391 5.198 1.171  -0.70
42 C -1.196 3.955 0.552  -0.29
43 C -0.405 3.036 1.233  0.34
44 C 0.034 3.240 2.539  0.25
45 C -0.180 4.479 3.173  -0.64
46 C -0.844 5.469 2.446  -0.40
47 N 0.673 2.081 2.977  -1.00
48 N 0.756 1.255 1.949  -0.20
49 N 0.154 1.784 0.875  1.04
50 H -1.968 5.980 0.676  0.36
51 H -1.649 3.632 -0.387  0.44
52 H 0.218 4.581 4.177  0.43
53 H -0.934 6.477 2.847  0.38

Computed properties:
HOMO level   -0.2651 hartree
Molar mass   371.5 g mol⁻¹
Net charge   0
ΔE to the lowest compared entry with this formula, charge and spin   276.0 kJ/mol
Spin multiplicity   1
E_tot   -31705.0542 eV
SMILES   CN(C)c1ccc(C(c2ccc(N(C)C)cc2)n2nnc3ccccc32)cc1

***

This record from the OMol25 dataset describes 2 unconnected molecules or ions with the total composition C4H12 in a non-equilibrium geometry. The level of theory is ωB97M-V with the def2-TZVPD basis set.

Last column: Mulliken charge in e.
CARTESIAN COORDINATES (ANGSTROEM)
1 C -0.083 0.204 -2.926  -1.13
2 C 0.170 -0.064 -1.536  -2.47
3 H -0.386 -0.715 -3.548  0.47
4 H -0.826 0.998 -3.208  0.44
5 H 0.882 0.570 -3.413  0.24
6 H 1.185 -0.211 -1.202  0.70
7 H -0.377 0.787 -0.867  -0.23
8 H -0.333 -0.986 -1.234  0.32
9 C 0.182 0.576 1.887  -0.20
10 C -0.234 -0.657 2.567  -1.51
11 H -0.120 0.691 0.787  -0.10
12 H -0.218 1.449 2.206  0.65
13 H 1.292 0.571 1.984  0.41
14 H 0.109 -0.847 3.648  0.35
15 H 0.065 -1.597 2.031  0.47
16 H -1.308 -0.769 2.823  0.57

Computed properties:
HOMO level (alpha / beta)   0.0552 / -0.2525 hartree
Molar mass   60.1 g mol⁻¹
Net charge   -1
ΔE to the lowest compared entry with this formula, charge and spin   130.9 kJ/mol
Spin multiplicity   2
E_tot   -4339.6801 eV

***

This record from the OMol25 dataset describes 4 unconnected molecules or ions with the total composition C4H14NO5 in a non-equilibrium geometry. The level of theory is ωB97M-V with the def2-TZVPD basis set.

Last column: Mulliken charge in e.
CARTESIAN COORDINATES (ANGSTROEM)
1 O -2.360 1.464 0.243  -0.73
2 C -1.376 0.831 0.602  0.37
3 N -1.555 -0.499 0.995  -0.01
4 C -0.421 -1.299 1.483  -0.62
5 O 0.459 -1.714 0.543  -0.92
6 C 0.046 1.295 0.363  -0.16
7 C 0.150 2.728 -0.171  -1.18
8 H -2.520 -0.659 1.232  0.24
9 H -0.733 -2.162 2.087  0.34
10 H 0.069 -0.722 2.333  0.28
11 H 0.547 1.087 1.327  0.33
12 H 0.473 0.491 -0.244  0.27
13 H 0.503 2.763 -1.192  0.25
14 H 0.659 3.347 0.567  0.31
15 H -0.876 3.088 -0.188  0.34
16 H 2.858 -0.805 0.911  0.28
17 H 1.905 -1.903 1.389  0.39
18 O 2.826 -1.506 1.556  -0.70
19 H 0.030 0.791 -3.027  0.31
20 H 0.397 -0.651 -2.989  0.33
21 O 0.806 0.221 -3.145  -0.68
22 H 0.065 -1.729 -1.172  0.46
23 H -1.402 -2.410 -1.606  0.25
24 O -0.548 -2.050 -1.898  -0.75

Computed properties:
HOMO level   -0.1584 hartree
Molar mass   156.2 g mol⁻¹
Net charge   -1
ΔE to the lowest compared entry with this formula, charge and spin   176.5 kJ/mol
Spin multiplicity   1
E_tot   -16104.1951 eV